# 1
{"formula": "C47H46N8PTc", "method": "wB97M-V/def2-TZVPD", "elements": ["Tc", "C", "C", "C", "C", "C", "N", "C", "C", "C", "C", "C", "C", "C", "C", "N", "C", "N", "C", "N", "C", "N", "C", "N", "C", "N", "C", "C", "C", "C", "C", "C", "C", "C", "C", "C", "C", "C", "C", "C", "N", "H", "H", "H", "H", "H", "H", "H", "H", "H", "H", "H", "H", "H", "H", "H", "H", "C", "C", "C", "P", "C", "C", "C", "C", "C", "C", "H", "H", "H", "H", "H", "H", "H", "H", "H", "H", "H", "H", "H", "H", "H", "H", "H", "H", "H", "H", "H", "C", "C", "C", "C", "C", "C", "H", "H", "H", "H", "H", "H", "H", "H", "H"], "positions_angstrom": [[1.42481, -0.04609, -0.20183], [-1.52590, -5.90956, -1.23183], [-0.93479, -5.73540, -2.51667], [-0.15779, -4.65193, -2.76569], [0.03047, -3.70185, -1.73253], [0.80469, -2.54864, -1.72466], [1.60544, -2.20057, -2.77980], [2.34278, -1.17835, -2.87535], [3.23415, -0.85473, -3.99671], [3.51860, -1.53483, -5.16637], [4.43203, -0.94876, -6.03279], [5.04035, 0.27434, -5.73790], [4.75032, 0.95061, -4.56278], [3.83867, 0.35785, -3.70442], [3.32572, 0.79990, -2.40825], [3.66732, 1.95740, -1.86373], [3.31004, 2.27036, -0.63308], [2.62307, 1.50990, 0.25347], [2.49943, 2.22814, 1.47725], [1.97303, 1.81020, 2.54838], [1.38142, 0.58151, 2.72326], [0.89795, -0.26910, 1.75533], [0.37553, -1.36225, 2.38764], [-0.45128, -2.39695, 1.70579], [-0.16362, -2.68821, 0.26654], [0.68740, -1.93891, -0.49225], [-0.57812, -3.83074, -0.45279], [-1.36317, -5.00852, -0.22537], [0.45886, -1.20857, 3.78039], [0.01702, -1.90390, 4.95319], [0.25242, -1.35842, 6.17754], [0.93209, -0.11684, 6.34722], [1.35950, 0.57819, 5.26284], [1.11264, 0.04171, 3.97539], [3.14813, 3.53304, 1.28064], [3.30769, 4.61204, 2.12919], [3.98919, 5.71537, 1.63093], [4.49396, 5.73480, 0.32847], [4.33206, 4.64640, -0.51638], [3.64980, 3.55238, -0.01168], [2.45910, -0.11930, -1.93288], [-2.12263, -6.79378, -1.04671], [-1.10006, -6.48154, -3.28228], [0.31942, -4.49660, -3.72423], [3.04626, -2.48118, -5.39277], [4.68113, -1.44971, -6.95931], [5.74798, 0.69578, -6.43977], [5.20978, 1.89963, -4.32020], [-1.83721, -5.21751, 0.71723], [-0.51105, -2.84359, 4.92064], [-0.09234, -1.88836, 7.05648], [1.09628, 0.26563, 7.34571], [1.86508, 1.53033, 5.35420], [2.91471, 4.59486, 3.13682], [4.13401, 6.58059, 2.26464], [5.02017, 6.61263, -0.02168], [4.71904, 4.64424, -1.52656], [-4.40938, -0.05248, 2.87108], [-3.20530, 0.61844, 2.21560], [-2.24673, 1.18019, 3.26570], [-2.27377, -0.37848, 0.95505], [-3.58897, -0.86720, -0.25836], [-2.94046, -1.59571, -1.43762], [-4.28887, 0.40177, -0.75530], [-1.96283, -1.92984, 1.95542], [-0.15969, -3.68327, 2.46266], [-3.00902, -3.01633, 1.83517], [-4.96186, 0.67123, 3.47552], [-4.09826, -0.85314, 3.54874], [-5.10594, -0.47398, 2.14347], [-3.56406, 1.46382, 1.62173], [-1.86076, 0.39599, 3.92252], [-2.76433, 1.90125, 3.90197], [-1.39284, 1.68370, 2.80752], [-4.33911, -1.51537, 0.20165], [-2.15297, -0.97869, -1.88249], [-3.68659, -1.80526, -2.20773], [-2.48533, -2.54432, -1.15067], [-3.56116, 1.16258, -1.05469], [-4.94704, 0.84234, -0.00759], [-4.89430, 0.16548, -1.63250], [-1.90601, -1.61517, 2.99755], [-0.45390, -4.53079, 1.86738], [-0.71307, -3.67632, 3.38980], [0.90788, -3.71236, 2.65096], [-3.23746, -3.28205, 0.80742], [-3.91938, -2.61287, 2.27978], [-2.76429, -3.91855, 2.39426], [-0.15646, 3.82380, -3.15360], [-1.19620, 3.03526, -2.33986], [-2.21572, 2.38847, -3.28729], [-1.89814, 3.97544, -1.34997], [-0.49312, 1.98480, -1.59181], [0.10240, 1.11451, -0.98197], [-0.66384, 4.58296, -3.75205], [0.39490, 3.16436, -3.82572], [0.55689, 4.32298, -2.49516], [-2.72659, 3.16812, -3.85543], [-2.96395, 1.81890, -2.73377], [-1.72225, 1.71577, -3.99017], [-2.34902, 4.80574, -1.89656], [-1.18839, 4.38292, -0.62888], [-2.68629, 3.45819, -0.80170]], "mulliken_spin": [2.671, 0.005, 0.010, -0.005, -0.003, 0.040, -0.003, 0.036, 0.001, -0.006, 0.011, -0.003, 0.012, -0.007, 0.009, 0.013, 0.021, 0.019, 0.036, 0.006, 0.017, 0.008, -0.002, -0.002, -0.022, 0.036, 0.007, 0.000, 0.000, 0.001, 0.009, 0.012, -0.003, 0.014, 0.004, -0.004, 0.009, -0.003, 0.012, 0.001, -0.008, 0.000, 0.000, -0.001, 0.000, 0.000, 0.000, 0.000, -0.001, 0.000, 0.000, 0.001, -0.001, 0.000, 0.000, 0.000, 0.000, 0.000, -0.004, 0.000, 0.045, 0.002, 0.002, -0.010, -0.006, 0.006, 0.001, 0.000, 0.000, 0.000, 0.001, 0.000, 0.000, -0.001, 0.000, 0.002, 0.000, 0.001, 0.005, 0.000, 0.000, 0.002, 0.002, 0.001, -0.005, -0.001, 0.000, 0.000, 0.023, 0.018, 0.023, 0.024, 0.084, -0.138, 0.000, -0.002, -0.005, 0.001, -0.007, -0.002, 0.000, -0.004, -0.003], "charge": 1, "fmax_ev_per_a": 0.3, "gap_ha": [0.2094, 0.1806], "s_squared": 3.7962, "homo_energy_ha": [-0.351, -0.350], "spin_multiplicity": 4, "mol_weight_g_mol": 851.915}

***

# 2
{"formula": "C47H47AgAs2BrN4O10P", "method": "wB97M-V/def2-TZVPD", "elements": ["Ag", "O", "C", "C", "C", "C", "C", "C", "C", "O", "N", "N", "C", "C", "Br", "C", "C", "C", "C", "C", "C", "C", "H", "H", "H", "H", "H", "H", "H", "H", "H", "H", "H", "H", "H", "H", "N", "P", "C", "C", "C", "C", "C", "C", "C", "C", "C", "C", "C", "C", "C", "C", "C", "C", "C", "N", "H", "H", "H", "H", "H", "H", "H", "H", "H", "H", "H", "H", "H", "H", "H", "C", "O", "C", "O", "C", "C", "As", "C", "C", "C", "As", "C", "C", "O", "O", "C", "C", "O", "O", "C", "C", "O", "O", "C", "H", "H", "H", "H", "H", "H", "H", "H", "H", "H", "H", "H", "H", "H", "H", "H", "H", "H"], "positions_angstrom": [[-0.24216, -0.24829, 0.06722], [-2.49386, 0.66481, -0.80158], [-2.89786, 1.93211, -1.08068], [-4.25466, 2.22851, -1.15238], [-4.69016, 3.51881, -1.38268], [-3.76426, 4.52541, -1.58548], [-2.41366, 4.22841, -1.54208], [-1.95676, 2.94421, -1.28018], [-0.45406, 2.64691, -1.25398], [-0.10186, 1.43971, -1.62508], [-0.03036, 2.97201, 0.16202], [0.41524, 2.06961, 0.97852], [0.92004, 2.39721, 2.12252], [1.46334, 1.45491, 3.03822], [1.70274, -0.33699, 2.32882], [1.91824, 1.63451, 4.29732], [1.91804, 2.83261, 5.11482], [2.93844, 2.95851, 6.06512], [3.02484, 4.06961, 6.87722], [2.07614, 5.07521, 6.78322], [1.03904, 4.94991, 5.87452], [0.95654, 3.84231, 5.05202], [-3.24476, 0.06601, -0.87618], [-4.97446, 1.43291, -1.01548], [-5.74856, 3.73151, -1.39278], [-4.09896, 5.53141, -1.78278], [-1.68786, 5.00971, -1.71558], [0.04574, 3.45001, -1.85178], [0.08104, 3.95481, 0.40912], [0.98404, 3.44331, 2.42962], [2.39924, 0.78761, 4.77022], [3.67834, 2.17511, 6.14142], [3.82774, 4.15031, 7.59402], [2.14454, 5.94611, 7.41542], [0.27974, 5.71621, 5.81852], [0.11864, 3.74591, 4.37982], [-2.62306, -2.85969, 0.87172], [-1.51096, -1.89129, 1.73892], [-1.63576, -2.71609, 3.37202], [-2.86276, -3.00239, 3.96372], [-2.90076, -3.55869, 5.22872], [-1.72256, -3.80609, 5.91742], [-0.50246, -3.51949, 5.33122], [-0.45856, -2.98589, 4.05552], [-2.54826, -0.43879, 2.16332], [-3.82886, -0.21809, 1.67242], [-4.48266, 0.96961, 1.95022], [-3.85786, 1.95291, 2.69532], [-2.59516, 1.72641, 3.21472], [-1.94756, 0.53511, 2.95672], [-2.56916, -2.86749, -0.49908], [-3.44626, -3.64849, -1.26168], [-3.42646, -3.49989, -2.63118], [-2.53156, -2.60439, -3.20708], [-1.66996, -1.90819, -2.37948], [-1.69336, -2.03519, -1.05948], [-3.10816, -3.62449, 1.32512], [-3.78536, -2.77759, 3.44232], [-3.84936, -3.79029, 5.68992], [-1.76296, -4.20759, 6.91892], [0.41664, -3.70609, 5.86492], [0.48514, -2.76339, 3.58282], [-4.31846, -0.97969, 1.07882], [-5.47836, 1.13801, 1.56812], [-4.35676, 2.89281, 2.87402], [-2.11416, 2.48081, 3.81992], [-0.97436, 0.34451, 3.38372], [-4.13096, -4.32219, -0.77178], [-4.10696, -4.06289, -3.25068], [-2.51796, -2.45499, -4.27298], [-0.95016, -1.19119, -2.76098], [4.99754, -0.39259, 1.31822], [4.16494, -0.42539, 0.17062], [4.33354, -1.46739, -0.65658], [5.11614, -2.36289, -0.44348], [3.42374, -1.38379, -1.81438], [3.48154, -2.39839, -2.67978], [2.36234, -2.69099, -4.24138], [3.76604, -2.70819, -5.62278], [1.75684, -0.85449, -4.50328], [1.55074, 0.04941, -3.54168], [1.98124, -0.04849, -1.66318], [3.03184, 1.59921, -1.60078], [0.81634, 1.28211, -3.93268], [1.20654, 2.41771, -3.91118], [-0.37136, 0.90421, -4.45758], [-1.21436, 1.95341, -4.89958], [1.60294, -0.47049, -5.93138], [2.27754, 0.39451, -6.42578], [0.75754, -1.15749, -6.72938], [-0.17756, -2.06099, -6.18598], [4.39344, -3.56509, -2.56088], [5.42654, -3.65799, -3.16898], [3.89214, -4.64809, -1.92088], [2.75304, -4.51879, -1.09418], [4.90514, 0.60871, 1.73102], [6.03034, -0.60799, 1.03882], [4.66794, -1.13349, 2.04952], [4.40214, -3.58269, -5.48578], [4.37674, -1.80849, -5.55258], [3.31074, -2.75039, -6.61488], [3.88644, 1.51691, -2.27328], [3.37704, 1.79481, -0.58628], [2.38954, 2.41061, -1.93378], [-2.08596, 1.47431, -5.33998], [-0.69716, 2.56151, -5.64478], [-1.50716, 2.58121, -4.05518], [-1.02146, -2.07619, -6.87708], [-0.50626, -1.73199, -5.19728], [0.24874, -3.07229, -6.11328], [2.52664, -5.52559, -0.74698], [1.88804, -4.10959, -1.63458], [2.96844, -3.87909, -0.23418]], "mulliken_charge": [0.901, 0.572, 0.671, -0.693, -0.845, -0.927, -0.625, -0.561, -1.414, 0.586, -0.373, 1.055, -1.058, 0.132, -0.135, -0.764, 0.765, -0.667, -0.614, -0.411, -0.743, 0.100, 0.112, 0.565, 0.449, 0.423, 0.468, 0.581, 0.386, 0.722, 0.365, 0.379, 0.373, 0.390, 0.398, 0.066, -0.099, 1.052, 0.204, -0.337, -0.847, -0.482, -0.773, -0.181, 0.878, -0.653, -0.362, -0.783, -0.468, -1.055, -0.165, -0.844, -0.714, -0.985, -0.566, 0.629, 0.272, 0.338, 0.402, 0.387, 0.425, 0.382, 0.439, 0.413, 0.422, 0.395, 0.700, 0.493, 0.429, 0.498, 0.443, -0.943, -0.194, -0.167, -0.643, 1.197, -1.043, 0.521, -1.407, 0.580, 0.105, 1.742, -1.485, -0.870, -0.564, 0.391, -0.689, 0.222, -0.585, -0.422, -0.324, -0.080, -0.583, -0.373, -0.367, 0.213, 0.389, 0.306, 0.506, 0.400, 0.400, 0.535, 0.256, 0.444, 0.216, 0.297, 0.125, 0.390, -0.097, 0.374, 0.415, 0.174, 0.122], "charge": 0, "fmax_ev_per_a": 1.4, "gap_ha": 0.2756, "homo_energy_ha": -0.274, "mol_weight_g_mol": 1196.501}

***

> Which value of charge does entry 1 give?

+1

***

> Among the records above, which one has the highest charge?

C47H46N8PTc

***

> charge of number 1 (C47H46N8PTc)?

+1

***

> Look up the charge of the first one.

+1